No. 1
{"formula": "C7H10O3S2", "method": "ωB97M-V/def2-TZVPD", "symbols": ["S", "S", "O", "O", "O", "C", "C", "C", "C", "C", "C", "C", "H", "H", "H", "H", "H", "H", "H", "H", "H", "H"], "coordinates": [[1.438, -1.271, -0.665], [0.770, 1.722, -0.691], [-1.515, -2.120, -0.607], [-2.574, 1.339, -0.515], [-4.982, -0.131, 0.033], [-1.647, -0.814, -0.626], [1.713, -0.624, 1.069], [2.632, 0.491, 1.088], [-3.927, -0.700, -0.035], [2.493, 1.511, -0.015], [0.665, 0.066, -1.347], [-2.686, -0.033, -0.400], [3.026, 1.120, -0.880], [2.020, -1.472, 1.535], [-0.565, -2.468, -0.405], [-3.690, -1.815, 0.080], [2.635, 0.990, 2.187], [2.845, 2.525, 0.187], [0.777, -0.289, 1.345], [0.076, 0.099, -2.218], [3.698, 0.125, 0.844], [-3.204, 1.746, 0.038]], "atomic_forces_ev_per_a": [[0.96, -0.47, 0.30], [0.88, -1.02, 0.41], [0.85, -1.12, 0.34], [1.17, -1.10, -1.25], [-0.81, -0.11, 0.51], [2.66, 0.36, -0.26], [-0.79, 0.28, -3.38], [3.90, 2.01, 2.06], [1.16, -0.69, -0.62], [-1.20, 0.50, -1.14], [-2.10, 1.68, 1.59], [-0.16, 0.29, 0.37], [0.20, 0.27, -0.01], [0.88, -2.21, 1.85], [-1.53, 1.40, -0.54], [-1.09, 0.93, 0.16], [0.01, -1.09, -2.47], [0.10, -0.30, 0.29], [-2.25, 0.32, 0.91], [-0.07, -0.82, -1.21], [-1.31, 0.26, 1.11], [-1.43, 0.65, 0.99]], "mulliken_charge": [-0.23, -0.03, -0.53, -0.51, -0.53, 0.41, -0.85, -0.21, 0.02, -0.81, -0.44, 0.09, 0.36, 0.56, 0.31, 0.22, 0.26, 0.38, 0.41, 0.62, 0.18, 0.31], "lumo_ev": [0.0, -0.1], "homo_ha": [-0.2647, -0.2930]}

No. 2
{"formula": "C7H10S", "method": "ωB97M-V/def2-TZVPD", "symbols": ["S", "C", "C", "C", "C", "C", "C", "C", "H", "H", "H", "H", "H", "H", "H", "H", "H", "H"], "coordinates": [[-0.720, -1.602, -0.285], [1.911, 0.364, -0.683], [-1.499, -0.001, -0.297], [-1.590, 0.699, 1.119], [0.885, -1.401, 0.520], [-2.206, 0.332, -1.339], [2.045, -0.970, -0.467], [2.031, 1.625, -0.303], [-0.430, 0.618, 1.476], [1.848, 2.797, 0.064], [1.000, -0.622, 1.395], [3.041, -1.061, 0.078], [-2.270, 0.285, 1.959], [-2.775, 1.186, -1.173], [-2.069, -0.121, -2.343], [0.976, -2.404, 1.133], [-1.944, 1.793, 0.643], [1.766, -1.516, -1.497]], "atomic_forces_ev_per_a": [[0.28, 0.27, 0.12], [0.68, 13.04, 2.71], [0.17, -1.79, 3.30], [1.43, 1.50, -2.03], [0.95, -0.19, 2.79], [0.81, -0.39, -1.63], [-0.89, -5.15, -0.56], [-1.69, -4.05, -1.30], [-3.06, 1.06, -0.49], [0.67, -4.00, -1.57], [-0.89, -1.33, -1.64], [-0.95, -0.85, -1.25], [0.98, 0.50, -1.87], [-1.31, 1.36, -0.47], [-0.36, 0.31, 0.91], [0.46, 1.62, -1.72], [1.15, -2.38, 2.45], [1.58, 0.49, 2.24]], "mulliken_charge": [-0.16, -0.25, 0.44, -0.71, -0.65, -0.74, -0.15, -0.31, 0.16, 0.30, 0.25, 0.25, 0.23, 0.27, 0.25, 0.31, 0.24, 0.26], "lumo_ev": 0.8, "smiles": "C#CCCSC(=C)C", "homo_ha": -0.3147}

no.,E (eV)
1,-35228.7375
2,-18250.3041